# 1
This record from the OMol25 dataset describes a structure of composition C11H30Ba4F3O9. The level of theory is wB97M-V/def2-TZVPD.

F_max (eV Å⁻¹): 4.216
Net charge: +5
Orbital gap (eV): 2.21

Each line ends with the Löwdin charge.
Cartesian coordinates (Å):
Ba  0.927  -3.760  0.878  1.780
Ba  -2.721  -3.063  -0.615  1.800
Ba  1.041  -2.587  -3.045  1.914
Ba  -2.455  -3.010  3.382  1.886
C  -2.580  -0.622  -3.056  -0.496
O  -3.467  -0.696  -1.953  -0.254
O  -1.773  -1.712  -3.045  -0.426
C  -3.325  -0.336  -4.358  -0.605
F  -3.854  0.885  -4.251  0.192
F  -2.473  -0.367  -5.359  0.208
F  -4.297  -1.214  -4.577  0.195
C  -3.817  0.507  -1.245  -0.202
C  -4.694  0.056  -0.096  -0.056
H  -5.080  0.884  0.499  0.103
H  -5.537  -0.532  -0.462  0.101
H  -4.111  -0.539  0.661  0.030
H  -4.407  1.173  -1.875  0.150
H  -2.910  1.010  -0.899  0.127
H  -1.956  0.282  -2.915  0.162
O  1.354  -1.299  -0.600  -0.610
C  0.309  -0.376  -0.316  -0.366
C  -0.460  -0.474  0.984  -0.322
O  -1.249  -1.665  1.249  -0.839
H  -0.382  -0.175  -1.152  0.099
H  0.803  0.600  -0.163  0.143
H  -1.155  0.374  0.961  0.106
H  0.194  -0.291  1.845  0.115
C  1.503  -0.453  4.759  -0.200
O  2.637  0.355  4.840  -0.057
H  0.579  0.098  4.527  0.076
H  1.704  -1.286  4.050  0.045
H  1.338  -0.907  5.743  0.093
H  2.508  1.230  4.461  0.100
C  4.441  -2.093  1.867  -0.027
O  2.973  -2.014  1.647  -0.344
H  4.917  -2.542  1.005  0.096
H  4.807  -1.124  2.184  0.105
H  4.577  -2.748  2.728  0.097
H  2.806  -1.288  1.022  0.011
C  2.447  0.763  -3.559  -0.062
O  2.585  -0.595  -4.095  -0.318
H  3.153  0.914  -2.743  0.083
H  2.671  1.485  -4.338  0.116
H  1.426  0.883  -3.198  0.077
H  3.238  -0.553  -4.807  0.112
C  -2.339  3.069  1.951  -0.210
O  -2.268  4.407  1.593  -0.066
H  -1.606  2.512  1.358  0.049
H  -2.069  2.840  2.995  0.081
H  -3.364  2.694  1.785  0.073
H  -2.792  4.938  2.203  0.109
C  3.851  1.371  0.444  -0.082
O  3.843  0.118  -0.279  -0.150
H  4.878  1.563  0.727  0.102
H  3.500  2.177  -0.202  0.090
H  3.194  1.297  1.315  0.074
H  2.942  -0.164  -0.458  -0.008

Cartesian forces, eV/Å:
Ba 2.897 2.386 0.698
Ba -1.160 2.842 -2.890
Ba 0.105 2.416 -1.503
Ba -0.165 1.567 1.080
C 1.553 1.356 0.403
O -0.192 -1.191 0.780
O 0.870 -2.353 1.296
C -0.518 -0.339 0.296
F -0.076 -0.009 -0.110
F 0.397 0.059 -0.472
F -0.149 -0.173 -0.005
C -0.544 0.066 0.347
C 0.279 -0.229 0.488
H -0.058 0.117 -0.203
H -0.038 0.052 0.040
H -0.024 -0.049 -0.304
H 0.216 0.015 -0.161
H -0.027 0.089 -0.128
H -0.229 0.102 0.023
O -1.768 -2.567 -0.101
C 0.629 1.021 -0.055
C -0.053 0.529 0.494
O -0.675 -3.300 0.264
H 0.045 -0.534 -0.059
H -0.155 0.049 -0.151
H -0.025 -0.085 0.061
H 0.102 -0.231 -0.091
C 0.023 -0.042 0.564
O 0.114 -0.092 -0.240
H 0.106 -0.034 -0.267
H -0.325 0.103 -0.158
H 0.065 -0.018 -0.056
H -0.113 0.025 0.099
C -0.521 -0.549 0.960
O -0.589 -0.995 -0.332
H 0.179 0.398 -0.182
H 0.076 0.167 -0.480
H -0.094 -0.075 -0.096
H 0.406 0.056 -0.032
C 0.382 -0.069 0.090
O -0.475 -0.226 0.412
H -0.003 -0.152 0.001
H -0.257 0.032 -0.070
H -0.054 0.047 -0.147
H -0.001 -0.180 -0.016
C -0.324 -0.326 0.406
O 0.331 0.107 0.026
H -0.148 0.078 -0.332
H -0.096 0.334 0.013
H 0.199 -0.328 -0.065
H 0.031 0.097 -0.047
C -0.369 -0.300 -0.479
O 0.110 -0.263 0.312
H 0.021 0.035 0.152
H 0.063 0.093 0.065
H 0.198 0.153 0.165
H -0.171 0.314 -0.304


# 2
This record from the OMol25 dataset describes the ion C21H23F3NO2 with charge +1. The level of theory is wB97M-V/def2-TZVPD.

F_max (eV Å⁻¹): 3.833
Net charge: +1
SMILES: COc1ccc([C@H](c2ccc3c(c2)CCO3)[N@H+]2CCC[C@@H]2C(F)(F)F)cc1
Orbital gap (eV): 8.75

Each line ends with the natural charge from an NBO analysis.
Cartesian coordinates (Å):
C  5.443  3.494  -0.343  -0.262
O  5.172  2.112  -0.003  -0.479
C  3.971  1.577  -0.095  0.342
C  3.854  0.268  0.408  -0.239
C  2.592  -0.309  0.540  -0.206
C  1.502  0.301  -0.062  -0.124
C  0.069  -0.364  -0.357  -0.048
C  -1.108  0.632  0.053  -0.137
C  -0.888  1.843  0.740  -0.185
C  -1.813  2.860  0.772  -0.248
C  -3.103  2.534  0.372  0.338
C  -3.387  1.246  -0.138  -0.071
C  -2.376  0.330  -0.388  -0.188
C  -4.816  1.192  -0.587  -0.463
C  -5.261  2.634  -0.338  -0.069
O  -4.098  3.404  0.208  -0.456
N  -0.276  -1.739  0.209  -0.397
C  -1.484  -2.674  -0.205  -0.204
C  -0.945  -3.914  -0.931  -0.432
C  0.554  -4.000  -0.509  -0.425
C  0.814  -2.815  0.435  -0.137
C  0.830  -3.253  1.869  0.967
F  1.755  -4.204  2.172  -0.296
F  1.047  -2.182  2.692  -0.322
F  -0.373  -3.748  2.257  -0.324
C  1.657  1.540  -0.668  -0.120
C  2.865  2.211  -0.699  -0.323
H  6.516  3.521  -0.129  0.220
H  5.246  3.732  -1.404  0.188
H  4.864  4.185  0.296  0.192
H  4.717  -0.319  0.733  0.240
H  2.493  -1.254  1.088  0.203
H  0.051  -0.459  -1.527  0.233
H  0.138  2.051  1.078  0.239
H  -1.529  3.861  1.107  0.245
H  -2.656  -0.576  -0.974  0.201
H  -4.959  0.912  -1.630  0.229
H  -5.409  0.463  -0.033  0.230
H  -6.070  2.678  0.408  0.204
H  -5.589  3.167  -1.249  0.207
H  -0.512  -1.264  1.060  0.465
H  -2.063  -2.089  -0.864  0.221
H  -2.181  -2.963  0.613  0.258
H  -1.576  -4.808  -0.688  0.255
H  -0.951  -3.783  -2.028  0.235
H  0.679  -4.924  0.077  0.256
H  1.320  -3.945  -1.322  0.249
H  1.727  -2.308  0.205  0.274
H  0.691  1.962  -1.035  0.222
H  2.856  3.183  -1.187  0.241

Cartesian forces, eV/Å:
C -0.019 -0.524 0.088
O 0.994 0.759 -0.163
C -0.651 -0.237 -0.614
C -0.586 -0.104 0.521
C 0.524 -0.202 -0.252
C -1.453 -1.476 -0.059
C 0.110 2.202 -3.135
C 1.546 -1.169 0.137
C 1.519 -0.503 -0.541
C -0.471 0.202 0.678
C 0.348 -0.881 -1.096
C 0.351 0.196 -0.228
C -1.606 0.023 -0.340
C -0.116 0.107 -0.076
C -0.502 0.977 0.279
O -1.185 -0.654 -0.041
N 0.035 -2.070 1.442
C -0.367 0.288 -0.596
C 0.645 0.246 -0.418
C 0.028 -0.323 0.418
C -0.077 0.301 -0.993
C -0.191 -0.106 2.327
F -0.773 1.187 -0.825
F 0.099 -0.579 -0.580
F 0.387 0.032 -0.446
C -1.205 -0.008 -0.321
C -0.439 -0.355 0.362
H -0.355 0.585 -0.161
H 0.085 -0.328 0.414
H 0.301 -0.367 -0.167
H -0.143 0.694 0.088
H 0.503 0.918 -0.232
H -0.110 0.030 2.117
H -0.739 -0.063 -0.033
H -0.270 -0.396 0.003
H 0.387 1.201 0.534
H 0.338 0.068 -0.151
H 0.036 0.163 0.274
H 0.420 0.189 -0.254
H 0.258 -0.263 0.486
H -0.520 -0.970 1.734
H -0.510 0.283 -0.662
H 1.201 0.643 0.075
H 0.854 0.783 -0.093
H -0.350 0.042 0.515
H 0.388 0.293 -0.434
H -1.052 -0.330 0.476
H 0.398 -0.391 -0.125
H 1.419 0.020 -0.236
H 0.514 -0.137 0.306


# 3
This record from the OMol25 dataset describes the ion CH6N3 with charge +1. The level of theory is wB97M-V/def2-TZVPD.

F_max (eV Å⁻¹): 8.081
Net charge: +1
SMILES: [H]/N=[N+](/C)N
Orbital gap (spin up / spin down) (eV): 10.32 / 8.86

Each line ends with the natural charge from an NBO analysis.
Cartesian coordinates (Å):
H  -1.218  1.986  -0.568  0.337
N  -0.263  1.573  -0.784  -0.215
N  -0.191  0.129  -0.093  0.115
C  1.098  -0.451  -0.220  -0.515
N  -1.146  -0.441  0.537  -0.434
H  1.791  -0.313  0.692  0.280
H  1.604  0.327  -0.823  0.299
H  1.136  -1.534  -0.474  0.273
H  -0.752  -1.187  1.058  0.418
H  -2.060  -0.090  0.675  0.443

Cartesian forces, eV/Å:
H 0.787 -0.932 0.108
N -0.266 -5.066 2.563
N -1.069 7.355 -3.172
C 2.908 0.717 1.011
N 1.194 -1.005 0.175
H -1.693 -0.327 -0.497
H -0.064 -1.274 -0.700
H -0.316 1.005 -0.380
H -0.635 -1.144 0.935
H -0.847 0.670 -0.042


Question: What is the F_max in the first record?
Answer: 4.216 eV Å⁻¹